2 unconnected molecules or ions with the total composition C5H5O2 in a non-equilibrium geometry, computed with ωB97M-V/def2-TZVPD.

Atoms and positions in Å:
C: -0.821185 1.365520 -0.502821
C: 0.216580 1.306754 0.410056
C: 0.051775 -1.764880 1.404442
C: -0.219132 0.165742 -1.280146
C: 0.804346 0.083896 -0.119418
O: -0.033728 -1.355614 2.504846
O: 0.041795 -2.720909 0.711956
H: -1.825682 1.847687 -0.731127
H: 0.649199 1.830847 1.358682
H: -0.941655 -0.827440 -1.421081
H: 0.315290 0.260733 -2.248429
H: 1.762398 -0.192337 -0.086961

Forces on the atoms, in the same order (eV/Å):
-0.435 0.260 -1.278
0.801 -0.353 1.128
0.757 0.136 -0.476
-0.988 -2.591 0.192
-4.765 0.704 1.152
-0.200 1.155 0.966
-0.137 -0.525 -1.182
1.608 -0.345 0.838
-1.413 -0.455 -1.759
1.599 2.384 0.466
-0.595 0.586 0.270
3.768 -0.956 -0.318

Properties
Strongest force on any atom, eV/Å: 4.95
LUMO energy (spin up / spin down), eV: 4.16 / 4.16
2S+1: 1
Gap between HOMO and LUMO (spin up / spin down), eV: 5.89 / 5.89
ΔE to the lowest compared entry with this formula, charge and spin, kJ/mol: 324.6
Charge: -1

---

11 unconnected molecules or ions with the total composition C29H73N7O11S4 in a non-equilibrium geometry, computed with ωB97M-V/def2-TZVPD.

Atoms and positions in Å:
C: 2.280274 -2.929380 -3.790747
C: 2.434065 -2.296081 -2.405095
O: 1.516884 -1.604680 -1.971259
N: 3.558610 -2.585508 -1.755322
C: 3.818693 -2.102924 -0.397068
H: 1.838889 -2.208049 -4.468377
H: 1.682113 -3.821769 -3.617625
H: 3.290374 -3.167030 -4.129152
H: 4.095199 -3.348873 -2.129047
H: 3.226236 -1.210134 -0.248275
H: 4.886366 -1.944027 -0.277670
H: 3.518211 -2.880994 0.300075
C: -3.655806 -1.515917 3.549559
C: -2.946963 -0.210233 3.275482
O: -3.394679 0.563848 2.442727
N: -1.806048 -0.033969 3.965696
C: -0.918152 1.093806 3.774003
H: -3.383339 -1.966999 4.508301
H: -3.316975 -2.249621 2.811758
H: -4.735712 -1.427650 3.483790
H: -1.619440 -0.657528 4.728117
H: -1.134316 1.614063 2.838855
H: 0.085586 0.773630 3.473501
H: -0.876329 1.722741 4.655615
C: 4.741528 3.064905 0.965730
C: 4.356839 1.945436 0.022295
O: 4.358621 0.767640 0.353912
N: 4.248608 2.339508 -1.273730
C: 3.777040 1.424194 -2.310661
H: 5.784738 3.262887 1.202156
H: 4.302356 2.785161 1.930157
H: 4.259111 3.999410 0.674299
H: 4.388444 3.320269 -1.427495
H: 4.686405 0.981069 -2.728571
H: 3.197851 1.960757 -3.056606
H: 3.163759 0.625768 -1.899566
C: -5.352451 1.670983 -0.033161
C: -5.043627 2.840274 -0.979626
O: -5.960993 3.397127 -1.596782
N: -3.792927 3.319741 -0.990504
C: -3.414908 4.483618 -1.748027
H: -5.965894 2.026870 0.781845
H: -4.375587 1.258720 0.237716
H: -5.767136 0.881387 -0.659236
H: -3.028352 2.888324 -0.477998
H: -4.194079 5.085924 -2.199802
H: -2.688154 4.295432 -2.543584
H: -2.932676 5.157650 -1.027690
C: -1.157797 -2.608256 -3.782673
C: -2.691717 -2.605461 -3.876562
O: -3.344150 -3.449146 -4.451241
N: -3.249786 -1.534792 -3.258984
C: -4.675149 -1.425597 -3.015061
H: -0.665514 -3.544340 -4.034366
H: -0.830678 -2.295842 -2.791624
H: -0.757079 -1.889762 -4.503535
H: -2.675345 -0.737792 -3.051029
H: -4.916144 -0.655392 -2.285841
H: -5.085014 -2.382447 -2.704659
H: -5.167612 -1.104473 -3.938354
C: 4.958048 1.851107 6.142069
C: 3.834204 1.450888 5.217871
O: 2.661319 1.718431 5.397474
N: 4.247098 0.821263 4.081927
C: 3.418879 -0.159840 3.410004
H: 5.032323 2.942119 6.151059
H: 5.957857 1.507064 5.883651
H: 4.727033 1.550267 7.163112
H: 5.239164 0.684865 3.994969
H: 2.369851 -0.024886 3.671747
H: 3.529277 -1.157268 3.851245
H: 3.569299 -0.184944 2.334224
C: -0.136710 -3.832331 -0.153036
C: -1.655246 -3.807611 -0.055874
O: -2.204820 -3.176475 0.838370
N: -2.301124 -4.548896 -0.973995
C: -3.750941 -4.563057 -0.986770
H: 0.332029 -2.861230 -0.024748
H: 0.110257 -4.288681 -1.115146
H: 0.288309 -4.477474 0.619253
H: -1.745090 -5.003870 -1.671609
H: -4.114610 -5.526939 -1.355357
H: -4.170617 -3.874068 -1.722263
H: -4.181335 -4.425746 -0.002843
C: 0.515616 0.620218 0.356747
S: -1.100092 1.261236 -0.230730
O: -1.187767 2.709908 0.215302
C: -0.823177 1.123979 -1.977865
H: 0.464265 -0.460049 0.499751
H: 0.875866 0.986144 1.318833
H: 1.257295 0.902086 -0.390873
H: -1.800599 0.903150 -2.414138
H: -0.287021 0.174700 -2.070602
H: -0.420250 2.027465 -2.424731
C: 2.758893 1.451014 -6.416947
S: 1.608637 0.370455 -5.478233
O: 1.091906 1.247928 -4.380235
C: 0.412048 0.094825 -6.824193
H: 2.393864 2.470070 -6.515630
H: 2.999847 0.882018 -7.318402
H: 3.735301 1.534067 -5.932659
H: -0.528283 -0.194229 -6.355135
H: 0.702577 -0.694666 -7.515573
H: 0.274522 1.011961 -7.398228
C: -2.112732 5.161195 1.982006
S: -2.872824 4.335733 3.429186
O: -2.652712 5.239467 4.598227
C: -4.592547 4.553143 2.803837
H: -2.609326 4.814399 1.079242
H: -1.054201 4.928235 1.926218
H: -2.341251 6.221518 2.093132
H: -5.102106 5.454589 3.139591
H: -5.132529 3.722183 3.268595
H: -4.702137 4.384607 1.733988
C: 3.102807 -3.981342 4.549001
S: 2.853035 -3.570025 2.815827
O: 2.421704 -4.851217 2.124836
C: 1.245619 -2.701268 3.015874
H: 2.283464 -4.398929 5.130408
H: 3.631979 -3.187884 5.079194
H: 3.847959 -4.783034 4.496963
H: 1.270689 -2.111717 3.933380
H: 0.466521 -3.457087 2.996064
H: 1.114415 -1.964018 2.223656

Forces on the atoms, in the same order (eV/Å):
1.048 0.207 1.090
-1.495 0.124 -1.121
0.387 0.311 0.402
0.445 0.142 0.459
-0.169 -0.969 -0.464
-0.248 -0.182 0.046
-0.059 -0.068 -0.491
-0.217 -0.368 -0.386
0.229 0.110 0.078
0.240 0.136 0.108
-0.059 0.377 0.032
-0.102 0.011 0.232
0.360 -0.667 0.261
-1.132 -0.398 -0.441
0.462 0.158 0.107
0.563 0.430 -0.049
0.666 -0.285 -0.959
-0.101 0.225 0.121
-0.096 0.205 -0.219
0.021 0.206 -0.055
0.040 -0.104 -0.016
-0.998 0.392 0.495
0.223 -0.425 0.856
0.037 0.323 -0.161
-1.324 0.164 1.117
2.212 0.121 -0.664
-0.672 0.200 0.153
-1.004 -0.344 0.849
0.952 0.316 0.046
0.223 -0.425 -0.640
-0.002 0.106 -0.040
0.150 0.061 -0.037
-0.275 0.041 -0.415
-0.360 -0.241 -0.446
0.054 -0.019 -0.057
-0.024 0.116 0.193
1.968 0.124 -1.744
-2.200 0.559 0.291
0.734 -0.529 0.161
0.349 -0.205 -0.544
0.990 1.117 0.364
-0.090 -0.311 0.138
-0.305 0.033 0.931
-0.750 0.156 0.297
-0.286 0.120 0.171
-0.665 -0.611 0.194
0.001 -0.343 0.113
0.187 0.052 -0.320
-0.156 0.355 -0.178
0.929 0.287 -0.050
-0.217 -0.543 0.117
-0.163 0.128 0.570
-0.264 0.409 -1.014
-0.515 -0.263 0.006
0.070 0.030 -0.032
-0.053 0.163 0.083
0.130 -0.217 0.234
0.381 -0.126 0.250
-0.006 0.061 -0.031
-0.235 -0.264 0.046
0.070 0.868 0.408
-0.117 0.292 -0.542
0.202 -0.248 0.589
0.264 -0.617 -0.288
-0.790 -0.465 0.506
-0.207 -0.016 0.070
-0.152 -0.355 -0.184
-0.067 -0.064 -0.059
0.022 -0.161 0.015
-0.035 0.878 -0.352
0.803 -0.056 -0.209
0.043 0.091 0.027
-0.282 -0.806 -0.302
1.115 0.648 0.983
-0.259 -0.118 -0.256
-0.559 0.379 0.508
-0.456 -0.966 -1.117
-0.254 0.142 -0.289
0.503 0.290 0.001
-0.168 -0.062 0.058
-0.261 -0.130 -0.229
0.269 -0.142 0.173
0.179 0.356 0.370
0.283 0.322 0.118
0.374 0.116 -0.303
-0.075 0.007 2.003
0.171 -0.611 -0.706
-0.581 -0.611 -0.010
-0.168 -0.041 -0.587
-0.665 0.598 -0.018
0.111 -0.294 0.007
-0.097 0.512 0.041
0.626 0.420 -0.403
0.506 -0.257 -0.023
0.551 -0.993 0.145
1.187 0.588 0.164
-0.485 -0.369 -0.721
-0.415 0.773 0.119
-0.484 -0.204 -0.406
-0.357 0.529 -0.401
-0.299 -0.226 0.569
0.013 0.053 0.046
0.417 -0.097 0.290
-0.148 0.039 0.113
-0.513 -0.068 0.193
-0.121 0.650 -0.851
-0.215 -0.175 -0.253
-0.445 -1.009 0.714
0.143 -0.267 0.040
0.039 0.152 0.116
0.300 0.060 0.135
0.509 0.307 -0.070
-0.035 0.065 0.049
0.350 0.223 -0.064
1.218 -0.717 0.256
-1.905 -1.038 -0.179
0.772 0.910 0.364
0.794 0.754 0.150
-0.429 0.349 -0.359
-0.382 0.278 -0.060
-0.051 -0.027 -0.111
-0.164 -0.260 0.164
0.014 -0.040 0.078
-0.014 -0.310 -0.265

Properties
Strongest force on any atom, eV/Å: 2.63
LUMO energy, eV: 0.02
2S+1: 1
Gap between HOMO and LUMO, eV: 8.16
ΔE to the lowest compared entry with this formula, charge and spin, kJ/mol: 0.0